DFT (ωB97M-V/def2-TZVPD) results for a cluster of 8 separate species, C30H69BClIN9O18PS2 in total in a non-equilibrium geometry.

Geometry as XYZ:
```
132
Properties=species:S:1:pos:R:3:forces:R:3:lowdin_charge:R:1
I 4.260345 -1.308213 -1.325060 -0.152 0.084 -0.065 0.940
Cl -2.401550 0.512132 3.616484 0.157 0.045 0.134 0.698
S 2.423176 -5.246289 4.296223 0.160 -0.190 0.311 0.688
S 4.647901 1.111389 1.719788 0.206 -0.019 -0.060 0.187
P 3.140235 1.292143 0.511605 0.516 0.048 0.834 0.417
O -1.208970 -2.327681 8.567171 0.012 -0.145 0.230 0.043
O -1.379846 5.955621 -2.255832 -0.064 -0.031 0.046 0.065
O 3.079943 -6.632971 -5.468286 0.011 -0.010 -0.042 0.074
O 0.602209 0.563403 0.291452 0.100 -0.295 -0.389 -0.118
O -1.600606 -3.784003 7.031040 -0.083 -0.059 0.001 0.067
O -7.891573 -3.946221 -9.283366 -0.041 -0.014 -0.018 0.060
O -0.487778 -1.018818 -2.502102 0.426 0.491 0.469 0.107
O -1.411319 5.990740 3.077202 -0.150 0.098 0.000 0.058
O -6.378232 -2.412946 -9.303821 0.002 0.034 -0.024 0.064
O 1.604254 0.243516 2.723448 -0.871 -0.862 -0.138 -0.091
O 4.169620 6.399469 -6.972900 0.042 0.021 -0.026 0.073
O -3.645986 -3.370397 -5.889389 -0.019 -0.008 0.036 0.057
O -3.275783 7.040213 3.347902 -0.005 0.008 0.020 0.076
O 1.972078 -5.194801 -4.307314 -0.046 -0.018 -0.088 0.051
O 2.253278 5.006460 2.754763 -0.194 0.283 -0.127 -0.066
O -0.410418 5.209638 -4.025992 -0.074 0.121 -0.241 0.039
O -2.711302 -3.330170 -3.950891 -0.020 -0.216 0.040 0.058
O 2.387831 7.204723 -6.066977 -0.018 0.037 0.004 0.054
N -0.913746 6.095092 -3.364252 0.008 0.170 -0.082 -0.424
N -2.462183 6.445578 2.675295 -0.023 -0.003 -0.038 -0.442
N -2.426096 0.070820 -1.454672 0.644 -0.961 -0.519 -0.086
N 3.111088 6.285961 -6.398509 -0.072 -0.028 0.042 -0.454
N -6.859639 -3.446387 -8.889271 0.030 -0.022 0.036 -0.457
N -0.952201 -3.342945 7.951893 -0.019 -0.002 -0.012 -0.436
N -2.733446 -3.094319 -5.138563 0.177 0.071 -0.058 -0.428
N -1.149025 -0.339963 6.468837 0.177 0.702 -0.147 0.004
N 2.603651 -6.224012 -4.433567 0.009 -0.020 0.019 -0.448
C -2.762889 6.246572 1.230333 -0.163 0.049 -0.071 0.046
C 1.631082 -2.524968 -0.608880 0.306 -0.021 -1.057 -0.293
C 2.579938 -3.190913 2.418560 0.961 0.306 0.091 -0.274
C -3.136515 -0.549092 -2.575643 -0.524 -0.037 0.009 -0.090
C 0.400433 0.467290 3.479072 -0.359 2.008 1.122 -0.414
C 1.353107 2.898717 3.559512 -0.577 0.345 0.566 -0.156
C 1.865401 -0.110983 0.377068 0.252 0.584 0.063 -0.521
C -0.194601 0.726816 6.050841 -0.268 -0.412 0.690 -0.247
C 2.662523 4.904440 -6.074127 -0.231 -0.076 0.138 0.048
C -0.963409 7.459101 -3.958777 0.078 0.052 -0.168 0.060
C 2.157684 -1.082953 -0.785231 -0.326 -0.707 0.017 -0.604
C 3.127202 -3.650801 3.777052 -0.600 0.182 -0.318 -0.567
C -0.396824 -2.570445 4.128555 -0.035 -0.534 -0.417 -0.095
C 0.154534 1.995054 3.269314 0.612 -0.066 -0.583 -0.160
C 2.816674 -7.059423 -3.219402 -0.057 0.055 0.166 0.051
C 2.923094 -1.694084 2.189398 -0.321 -0.365 0.677 -0.148
C -2.869419 -0.533152 -0.184480 -0.567 0.979 -0.081 -0.050
C -1.061225 -1.761604 3.023205 -0.113 -0.302 0.231 -0.250
C 0.252878 -4.117453 8.353444 0.157 0.100 0.102 0.054
C -1.551411 -2.408356 -5.729681 0.163 0.038 0.100 0.061
C 0.820069 1.740440 -1.995430 1.430 0.415 -0.238 -0.129
C 1.341971 -3.207340 -1.972025 0.656 -0.122 0.531 -0.116
C 1.042595 4.347931 3.136783 0.880 -0.530 0.482 -0.255
C 0.787594 4.012183 -0.765171 0.644 -0.298 -0.338 -0.003
C -6.131068 -4.166318 -7.808656 0.153 0.068 0.035 0.041
C 1.731634 -0.795092 1.782226 1.362 -0.168 -0.953 -0.295
C -0.875476 -0.232306 2.965707 -0.052 -0.773 -0.555 -0.526
C -0.016662 1.010526 -0.918730 -0.505 0.283 -0.671 -0.197
C 0.715378 3.258637 -1.916693 0.046 0.454 0.362 -0.115
C 0.787615 0.302548 4.961089 0.010 -0.547 0.244 -0.112
B -0.985569 -0.039963 -1.641457 -0.171 -0.015 0.215 -0.513
H 2.442711 -3.103063 -0.184108 -0.379 -0.120 0.683 0.051
H 2.842291 -2.913620 4.527173 0.016 -0.099 0.176 0.054
H 0.274193 4.385343 2.367797 0.064 0.089 -0.175 0.087
H 2.573527 4.359865 -7.009081 0.120 0.002 -0.017 0.101
H -0.411441 8.120394 -3.297737 -0.068 0.002 0.055 0.106
H -0.841744 -2.418291 5.103597 0.163 0.411 0.100 0.042
H -0.509343 7.421575 -4.941878 0.044 -0.051 0.020 0.090
H 1.848897 1.369945 -2.073609 -0.062 -0.221 0.071 0.092
H -0.668693 2.374696 3.865866 -0.165 -0.174 -0.035 0.079
H -1.968760 6.719856 0.662098 0.078 -0.069 -0.009 0.093
H -2.008099 7.749510 -4.015657 -0.002 0.017 0.104 0.102
H 2.314391 2.586035 3.160100 -0.090 -0.200 -0.308 0.081
H 0.475525 -3.861015 -1.876567 -0.172 0.074 -0.281 0.083
H -0.745275 -1.885220 -2.163141 -0.339 -0.175 -0.556 0.095
H -5.883794 -5.153751 -8.186267 -0.111 -0.037 0.016 0.102
H -0.043749 4.547104 -0.319925 0.334 1.571 -1.146 0.045
H -2.129515 -1.970098 3.063717 -0.085 0.138 0.004 0.091
H -2.469360 -1.537707 -0.004250 0.125 0.026 0.077 0.095
H 1.706787 4.966715 -5.565578 0.000 0.054 0.000 0.070
H 2.350753 2.392847 0.870304 -0.285 -0.183 -0.253 -0.026
H -0.758961 -2.197697 2.065183 0.093 0.165 -0.067 0.085
H 1.246859 -2.490540 -2.781800 -0.255 -0.097 -0.043 0.066
H -0.723998 1.778368 -0.598624 0.100 -0.028 0.458 0.138
H -6.797939 -4.233927 -6.954887 -0.049 -0.077 -0.040 0.103
H 0.363987 1.502325 -2.960221 0.145 -0.067 -0.110 0.119
H -0.080057 -5.109978 8.640250 -0.006 -0.030 -0.099 0.101
H -5.238654 -3.608210 -7.562066 -0.014 0.050 -0.035 0.060
H 1.747492 -0.739672 -1.728116 -0.059 0.469 0.197 0.040
H -0.756762 1.632938 5.835286 0.179 0.106 -0.310 0.094
H -0.935317 0.030786 1.914436 0.100 0.127 -0.038 0.059
H 2.312994 5.025484 1.798344 0.023 -0.058 -0.080 0.056
H 0.909839 -4.164452 7.489138 -0.064 -0.087 -0.055 0.091
H -2.662823 0.155380 0.632541 0.231 -0.228 0.219 0.069
H -2.079983 0.058403 6.446015 -0.129 -0.259 -0.194 0.048
H 3.801230 -1.572456 1.565079 -0.048 -0.009 -0.169 0.034
H 1.855602 -5.625732 3.144306 0.087 0.161 -0.084 -0.150
H 3.888249 -7.144409 -3.067657 0.007 -0.069 -0.069 0.103
H -1.902224 -1.476941 -6.164134 -0.039 -0.050 -0.083 0.104
H 2.338464 -6.570821 -2.378657 -0.019 0.041 -0.032 0.088
H -3.955315 -0.623512 -0.223570 -0.044 -0.053 0.054 0.094
H 0.690574 4.881416 4.015909 -0.289 0.171 -0.152 0.108
H 3.222825 -1.330567 3.171651 0.114 0.381 -0.119 0.107
H 2.374785 -8.031927 -3.412537 0.078 -0.028 -0.052 0.101
H 2.175782 -3.850973 -2.238067 0.025 -0.032 -0.063 0.043
H 0.730248 -2.579510 0.001401 0.076 0.199 0.218 0.109
H -4.168123 -0.195867 -2.639814 -0.016 0.107 0.247 0.095
H 0.406276 0.959390 6.933463 0.151 0.166 -0.088 0.111
H -2.668873 -0.295773 -3.524500 0.115 0.014 0.005 0.082
H 1.702785 0.870457 5.122371 0.024 0.158 -0.322 0.114
H 1.475954 2.934971 4.644871 0.258 -0.099 0.022 0.111
H -0.990725 -0.528941 7.448392 0.002 -0.202 0.000 0.032
H -0.113723 2.109945 2.213582 -0.110 0.049 -0.029 0.112
H -0.543095 -3.629118 3.896541 0.001 -0.034 -0.024 0.079
H -2.782656 5.176291 1.046349 0.093 -0.006 -0.003 0.100
H 0.680915 -2.420134 4.132042 -0.023 0.096 0.275 0.042
H 3.416971 4.455380 -5.435247 0.078 -0.001 -0.088 0.102
H -0.831342 -2.226959 -4.939644 -0.044 -0.002 0.036 0.082
H -3.723477 6.698922 1.015043 -0.004 0.011 0.049 0.093
H 1.082527 -0.720711 5.195199 -0.108 -0.106 -0.133 0.101
H -1.144470 -3.063460 -6.494006 -0.066 0.024 -0.059 0.105
H 0.728177 -3.607272 9.182626 -0.042 0.040 0.003 0.094
H 4.212804 -3.698232 3.745141 0.052 -0.090 0.039 0.076
H 1.750810 4.111525 -0.267831 -0.445 -1.498 1.278 0.036
H 3.121472 -3.785586 1.682705 -0.455 -0.232 -0.234 0.100
H 0.534352 3.776288 -2.861390 -1.872 -0.584 0.475 0.063
H 3.562711 1.592916 -0.797154 -0.372 -0.043 -0.066 -0.043
H 0.881292 -1.453349 1.634055 -0.323 0.404 0.510 0.099
H 1.507182 -3.370578 2.376437 0.000 -0.121 -0.164 0.080
H -3.176192 -1.636773 -2.491405 0.008 -0.054 -0.047 0.067
```
Forces are in eV/Å.

HOMO-LUMO gap: 7.65 eV
structure (SMILES): C=CC[C@H](O[C@]([PH2]=S)([C@@H](I)CC)[C@@H](CCCS)O[C@@](CCN)(CCCO)[C@H](Cl)CC)B(O)N(C)C.C[N+](=O)[O-].C[N+](=O)[O-].C[N+](=O)[O-].C[N+](=O)[O-].C[N+](=O)[O-].C[N+](=O)[O-].C[N+](=O)[O-]
HOMO energy: -0.296 Ha
electronic energy: -4951.24414 Ha

---

DFT (ωB97M-V/def2-TZVPD) results for a structure of composition C4H2S in a non-equilibrium geometry.

Geometry as XYZ:
```
7
Properties=species:S:1:pos:R:3:forces:R:3:lowdin_charge:R:1
S 1.871813 -0.238267 0.004213 -1.367 -0.064 -0.026 0.890
C 1.005074 1.213458 0.002248 -0.359 0.862 0.008 -0.240
C -1.242777 0.843127 -0.005921 1.766 -0.534 0.031 0.138
C 0.430416 -1.139661 -0.011143 0.680 -0.385 0.060 -0.507
C -0.538772 -0.168361 0.002894 -0.414 -0.170 -0.078 -0.378
H -1.858762 1.690612 -0.005636 -0.310 0.588 0.007 0.053
H 0.333007 -2.200910 0.013343 0.003 -0.297 -0.001 0.044
```
Forces are in eV/Å.

HOMO-LUMO gap: 7.43 eV
HOMO energy: -0.290 Ha
electronic energy: -551.52308 Ha